Computed, not measured: C37H44F3N3O7PbSSb as an isolated structure, with ωB97M-V/def2-TZVPD.

Structure (XYZ):
```
97
Properties=species:S:1:pos:R:3:lowdin_charge:R:1
Pb 3.06927 -17.52852 12.21465 1.481
C 1.96965 -21.20862 7.87280 -0.035
N 2.12416 -19.81207 8.28238 -0.119
C 2.07656 -18.73953 7.25951 -0.015
C 2.20923 -19.36860 9.57064 -0.365
O 2.35880 -18.16892 9.90850 -0.087
C 2.01508 -20.37809 10.69694 -0.040
O 3.02752 -20.04640 11.69858 -0.255
C 3.46123 -20.99147 12.63964 -0.112
C 4.31885 -20.26327 13.67601 -0.359
O 4.32024 -18.98736 13.73470 -0.185
N 4.95443 -20.99812 14.61608 -0.145
C 4.92010 -22.46646 14.63351 -0.032
C 6.04341 -20.40530 15.37161 -0.017
H 0.87125 -21.45634 7.83208 0.121
H 2.37332 -21.93942 8.58431 0.079
H 2.39892 -21.37604 6.89818 0.089
H 1.73051 -19.21162 6.27814 0.114
H 3.01419 -18.15590 7.12225 0.100
H 1.28567 -18.02624 7.60437 0.104
H 1.96645 -21.45952 10.32951 0.143
H 1.08753 -20.14009 11.13394 0.128
H 3.97617 -21.87393 12.25677 0.134
H 2.62854 -21.43223 13.16587 0.142
H 3.90359 -22.88557 14.76935 0.108
H 5.52037 -22.80026 15.51155 0.102
H 5.46540 -22.83664 13.76257 0.096
H 6.04194 -20.88731 16.34636 0.097
H 5.79974 -19.34833 15.56524 0.090
H 6.94123 -20.46802 14.76416 0.106
C -2.87558 -16.77354 10.34444 -0.208
S -2.44505 -18.08364 11.57058 0.895
O -3.31633 -19.24538 11.14447 -0.553
C -3.12727 -17.33546 13.02426 -0.417
C -4.39258 -17.70398 13.46946 -0.073
C -4.83216 -17.20760 14.68845 -0.101
C -4.05883 -16.39997 15.47930 -0.089
C -2.76709 -16.00160 15.05291 -0.071
C -2.31902 -16.48247 13.81068 -0.083
H -3.94379 -16.76008 10.29386 0.049
H -2.46649 -17.12982 9.44097 0.021
H -2.39321 -15.79761 10.51125 0.061
H -4.98938 -18.52024 12.95516 0.136
H -5.79913 -17.54096 15.03229 0.106
H -4.45538 -15.97554 16.43119 0.118
H -2.27434 -15.18532 15.57652 0.100
H -1.31809 -16.23150 13.46910 0.095
C 1.32734 -14.12634 9.50989 -0.073
O 2.25809 -14.93455 10.25502 -0.216
C 1.66446 -15.90674 11.03036 -0.547
O 0.41652 -15.97871 11.00553 -0.089
H 0.57901 -13.63547 10.16871 0.100
H 0.72226 -14.78144 8.81923 0.103
H 1.91597 -13.45135 8.93675 0.071
F 2.14873 -9.34932 16.71301 0.087
C 2.45850 -10.58466 16.38507 -0.280
C 1.66651 -11.62262 16.98275 0.015
C 2.14692 -12.92962 16.84920 -0.148
C 3.26612 -13.19970 16.06939 -0.403
C 4.06294 -12.16945 15.56637 -0.123
C 3.60614 -10.85933 15.62305 -0.008
Sb 3.43726 -15.31447 15.49933 1.491
C 5.58261 -15.17011 15.84701 -0.436
C 6.11196 -14.53906 16.94342 -0.137
C 7.51041 -14.53332 17.15909 0.012
C 8.34275 -14.99756 16.13612 -0.239
F 9.68590 -14.78153 16.23747 0.048
C 7.78919 -15.68425 15.00821 -0.012
C 6.42191 -15.63008 14.82329 -0.150
C 3.18014 -16.47378 17.35569 -0.377
C 4.28678 -16.92285 18.09465 -0.118
C 4.09527 -17.50118 19.32726 -0.009
C 2.80736 -17.82611 19.74340 -0.255
F 2.59404 -18.59472 20.85876 0.044
C 1.68545 -17.46876 19.01453 0.006
C 1.93590 -16.82687 17.78493 -0.155
H 0.83307 -11.32819 17.63850 0.122
H 1.70866 -13.77242 17.34096 0.073
H 5.00943 -12.33362 15.08662 0.097
H 4.15033 -10.04643 15.11803 0.125
H 5.38093 -14.12670 17.65708 0.118
H 7.92049 -13.99979 18.00841 0.119
H 8.42142 -16.22786 14.24795 0.129
H 5.98084 -15.96892 13.89233 0.072
H 5.24057 -16.77428 17.61491 0.078
H 4.94556 -17.82594 19.97354 0.137
H 0.69616 -17.80604 19.24658 0.114
H 1.08052 -16.59077 17.14713 0.094
C 6.84411 -16.61999 9.67038 0.023
C 5.60244 -16.18789 10.40830 -0.518
N 5.15997 -14.95064 10.42790 0.214
O 5.02492 -17.15642 11.03011 -0.196
H 7.21736 -15.70618 9.16916 0.093
H 6.51200 -17.42525 9.02275 0.093
H 7.51962 -17.09191 10.42037 0.109
H 5.72173 -14.26615 9.93224 0.125
H 4.10602 -14.78482 10.47841 0.124
```

Computed properties:
Total energy in eV: -88648.8322
ΔE to the lowest compared entry with this formula, charge and spin in kcal per mole: 74.5
E_HOMO in eV: -9.72
Charge: +1
Multiplicity: 1
Lowest unoccupied orbital energy in eV: -2.28